A structure of composition C44H66Br3F40O17P3. Source: OMol25; level of theory: the ωB97M-V functional and the def2-TZVPD basis.

maximum force: 4.47 eV Å⁻¹
orbital gap (spin up / spin down): 6.6161 / 1.7116 eV
total charge: +1
<S²>: 0.756
multiplicity: 2
energy relative to the best compared isomer or geometry (same formula, charge and spin): 70.60 kcal per mole
E: -15735.7217 a.u.

XYZ file:
```
173
Properties=species:S:1:pos:R:3:forces:R:3:mulliken_charge:R:1
C 15.057 -12.928 -14.709 -0.49 0.60 0.96 -0.96
C 16.226 -13.330 -15.543 -0.70 -0.79 -0.82 -0.37
O 17.421 -13.149 -14.764 1.43 -0.92 -0.19 -0.40
P 18.507 -14.346 -14.607 1.06 1.69 -1.05 0.40
O 18.004 -15.725 -14.503 0.35 0.41 0.01 -0.44
O 19.379 -13.891 -13.295 -0.91 -1.10 -2.59 0.41
C 19.977 -12.608 -13.196 1.32 1.31 1.46 -0.12
C 21.411 -12.769 -12.590 -0.78 -0.75 -1.63 -1.10
O 19.548 -14.106 -15.936 -1.37 -0.07 2.19 -0.28
C 18.966 -14.212 -17.288 1.81 0.73 -0.01 0.00
C 20.081 -13.578 -18.244 -0.83 -0.56 1.57 -1.19
H 15.126 -13.201 -13.656 0.14 -0.69 -0.18 0.00
H 15.078 -11.842 -14.622 -0.23 0.19 -0.35 0.39
H 14.088 -13.250 -15.091 0.12 -0.03 -0.17 0.24
H 16.206 -14.310 -16.020 -0.19 -0.71 0.97 0.53
H 16.152 -12.771 -16.476 0.93 1.03 0.20 0.30
H 20.187 -12.050 -14.109 -0.63 -0.56 -0.55 0.36
H 19.296 -12.000 -12.601 0.23 0.02 0.12 0.07
H 21.511 -13.327 -11.659 -0.18 0.66 0.28 0.18
H 21.844 -13.411 -13.357 0.35 -0.53 -0.17 0.17
H 22.023 -11.883 -12.761 -0.29 0.28 0.92 0.41
H 18.795 -15.285 -17.378 -0.36 0.21 -0.72 0.35
H 18.079 -13.579 -17.324 -0.12 -0.39 -0.16 0.12
H 19.876 -13.527 -19.313 -0.36 -0.25 0.20 0.35
H 20.215 -12.567 -17.858 0.02 0.09 -0.19 0.32
H 21.026 -14.094 -18.073 -0.05 -0.13 -0.12 0.27
C 6.740 -21.328 -9.369 -2.75 0.50 0.06 -1.18
C 8.020 -20.729 -8.952 1.31 -0.42 -1.07 -0.05
O 8.393 -19.462 -9.584 0.78 0.31 -1.87 -0.42
P 8.621 -19.284 -11.231 0.34 -0.74 2.66 0.92
O 7.387 -19.619 -11.936 0.47 0.40 -0.78 -0.77
O 9.186 -17.775 -11.433 -0.37 -1.86 0.72 -0.32
C 10.012 -17.086 -10.445 1.07 0.41 0.01 -0.54
C 11.462 -17.695 -10.232 -1.00 -0.05 -1.28 -0.11
O 9.901 -20.262 -11.517 -1.84 0.81 3.10 0.01
C 10.489 -20.361 -12.742 1.64 0.78 -1.85 0.86
C 9.889 -21.434 -13.571 -1.46 -0.06 -0.39 -1.42
H 6.472 -22.129 -8.680 0.22 -0.17 0.04 0.41
H 5.938 -20.599 -9.253 -0.16 0.22 0.24 0.30
H 6.537 -21.675 -10.382 1.02 -0.06 -0.12 0.28
H 8.043 -20.562 -7.875 0.04 0.25 -0.21 0.36
H 8.745 -21.498 -9.218 0.76 0.34 0.26 0.09
H 10.085 -16.117 -10.939 0.36 0.08 0.25 0.32
H 9.421 -16.926 -9.544 0.17 -0.39 0.07 0.33
H 11.758 -17.972 -11.244 -0.04 -0.52 -0.21 -0.20
H 12.294 -17.030 -10.001 -0.74 0.54 0.65 0.11
H 11.527 -18.586 -9.607 -0.30 0.13 0.02 0.39
H 10.434 -19.380 -13.215 -0.10 0.11 -0.53 -0.35
H 11.560 -20.540 -12.640 0.17 -0.01 0.50 0.05
H 8.820 -21.346 -13.378 -0.24 -0.32 -0.09 0.40
H 9.970 -21.214 -14.635 0.48 -0.37 -0.05 0.36
H 10.196 -22.438 -13.279 0.17 0.09 -0.24 0.27
C 14.377 -19.291 -16.257 1.91 0.34 0.63 -1.55
C 13.410 -18.936 -15.156 -1.70 -1.44 -1.31 0.04
O 13.221 -17.574 -14.913 -1.39 2.90 -1.08 0.53
P 12.156 -16.730 -15.894 0.93 -0.03 0.41 0.23
O 12.129 -15.247 -15.665 0.08 -2.54 -0.22 -0.79
O 12.690 -17.212 -17.349 0.18 -0.26 1.49 -0.28
C 12.649 -16.381 -18.504 -3.12 1.08 -0.44 -0.32
C 11.472 -16.892 -19.378 0.22 -0.13 0.20 -1.09
O 10.738 -17.516 -15.713 3.78 -0.40 -0.88 -0.24
C 9.701 -16.906 -15.030 -1.69 1.67 1.05 -0.11
C 8.489 -17.710 -15.409 -0.09 0.08 -0.60 -1.10
H 15.275 -18.691 -16.112 0.37 0.01 0.09 0.25
H 14.692 -20.324 -16.109 -0.12 -0.12 -0.25 0.47
H 14.112 -19.089 -17.295 -0.66 -0.25 0.39 0.32
H 12.474 -19.330 -15.552 -0.51 -0.27 0.49 0.26
H 13.552 -19.412 -14.186 0.57 -0.06 -0.16 0.42
H 12.354 -15.404 -18.122 0.72 0.44 -0.41 0.30
H 13.544 -16.373 -19.126 0.30 -0.22 0.73 0.35
H 10.457 -16.801 -18.990 0.26 -0.11 1.09 0.23
H 11.288 -16.352 -20.306 1.01 -0.23 -0.41 0.41
H 11.712 -17.951 -19.472 -0.45 -0.06 -0.76 0.27
H 9.762 -16.887 -13.942 0.73 -0.35 0.20 -0.02
H 9.764 -15.860 -15.331 -0.91 0.16 -0.02 0.58
H 8.693 -18.722 -15.062 -0.25 -0.14 -0.14 0.12
H 7.517 -17.399 -15.027 0.29 0.24 0.19 0.39
H 8.471 -17.685 -16.499 -0.36 -0.35 -0.07 0.31
C 17.011 -10.917 -7.585 1.54 -0.46 0.21 -1.06
C 16.991 -10.542 -9.110 2.21 1.11 1.33 1.27
C 17.640 -11.718 -9.925 0.41 -0.26 -0.02 0.10
F 17.389 -11.707 -11.247 -0.76 0.33 0.02 -0.16
F 19.007 -11.695 -9.846 -0.02 0.68 0.49 -0.27
F 15.778 -10.218 -9.397 -3.28 -1.07 -1.28 -0.28
F 17.603 -9.311 -9.399 1.13 -1.52 0.76 -0.35
O 16.429 -12.247 -7.396 -1.51 0.60 0.17 -0.35
C 15.174 -12.360 -6.722 1.74 2.16 -0.54 0.76
C 14.410 -13.588 -7.210 1.94 -0.86 1.95 0.18
F 13.252 -13.702 -6.604 -1.28 0.11 1.35 -0.29
F 14.172 -13.640 -8.470 -0.23 0.76 -3.60 -0.18
F 15.438 -12.522 -5.405 -0.41 0.00 -0.33 -0.29
F 14.512 -11.180 -6.873 -0.14 -0.91 0.18 -0.29
H 16.706 -10.094 -6.938 -1.16 -0.18 -0.35 0.46
H 18.020 -11.030 -7.187 0.39 -0.23 -0.65 0.34
H 17.379 -12.680 -9.484 -0.56 0.06 -0.14 0.19
H 15.072 -14.424 -6.983 -0.01 -0.34 0.45 0.25
C 20.998 -24.215 -11.527 0.49 -0.28 -2.11 -1.07
C 19.758 -23.312 -11.254 1.91 -0.27 0.15 1.35
C 19.976 -21.811 -11.665 -0.95 0.66 0.00 0.76
F 20.769 -21.173 -10.805 0.18 0.15 1.12 -0.28
F 20.559 -21.556 -12.869 0.46 -1.32 -0.76 -0.34
F 18.677 -23.692 -11.924 -0.48 -0.64 -1.83 -0.33
F 19.382 -23.490 -9.995 0.28 0.97 1.61 -0.31
O 22.091 -24.210 -10.635 0.57 -0.58 2.06 -0.41
C 22.745 -25.486 -10.432 0.15 3.55 0.11 0.92
C 23.931 -25.330 -9.475 -0.64 2.19 2.19 0.20
F 24.520 -26.461 -9.068 -0.10 -0.38 -0.93 -0.25
F 24.842 -24.444 -9.922 0.45 -0.37 -0.97 -0.24
F 21.915 -26.320 -9.901 -1.44 -1.80 0.48 -0.25
F 23.157 -25.856 -11.600 0.57 -1.61 -2.24 -0.27
H 21.446 -23.844 -12.448 -0.37 0.08 -0.43 0.21
H 20.685 -25.229 -11.777 -0.46 -0.01 0.36 0.56
H 19.016 -21.318 -11.815 -0.32 -0.10 0.92 -0.44
H 23.540 -24.833 -8.587 -0.37 -0.26 0.27 0.20
C 15.061 -16.978 -12.037 -0.40 -0.86 -3.34 -1.03
C 14.749 -15.693 -11.248 1.46 -2.02 -2.17 1.69
C 15.992 -14.897 -11.116 1.73 3.95 1.18 -0.48
F 16.932 -15.439 -10.316 -0.41 -0.85 0.70 -0.27
F 16.718 -14.513 -12.189 -0.63 -0.93 -1.56 0.15
F 13.791 -14.926 -11.842 0.57 -0.71 0.21 -0.31
F 14.392 -16.033 -10.031 -0.84 -0.02 1.54 -0.28
O 15.819 -17.965 -11.393 2.40 -2.05 2.34 -0.16
C 16.845 -18.838 -11.989 -3.62 1.30 -0.46 0.37
C 18.253 -18.180 -12.123 -1.64 2.99 -0.04 1.30
F 18.693 -17.690 -10.948 0.92 -1.80 1.86 -0.20
F 19.104 -18.959 -12.784 0.84 -1.05 0.29 -0.22
F 16.785 -20.048 -11.379 0.71 1.55 0.47 -0.12
F 16.356 -19.107 -13.211 0.78 0.17 -1.02 -0.30
H 15.561 -16.837 -12.995 0.22 1.31 -0.07 0.35
H 14.146 -17.393 -12.461 -0.58 -0.21 0.75 -0.04
H 15.711 -13.914 -10.740 -0.39 -0.03 0.85 0.18
H 18.266 -17.184 -12.566 -1.28 -0.47 -1.82 -0.75
C 22.549 -13.959 -7.105 1.43 0.09 2.10 -1.02
C 21.830 -12.670 -6.607 1.47 -0.39 -0.32 1.01
C 21.161 -11.865 -7.710 -1.22 -0.20 -0.31 0.39
F 20.667 -10.733 -7.111 0.60 -0.37 -0.98 -0.30
F 21.975 -11.593 -8.801 -0.46 0.02 1.63 -0.28
F 20.985 -12.862 -5.574 -1.20 -1.07 -0.72 -0.28
F 22.747 -11.914 -6.021 1.98 1.00 -0.04 -0.34
O 21.695 -14.838 -7.726 -0.73 -1.34 -2.19 -0.30
C 22.283 -15.713 -8.648 -3.60 0.57 2.18 0.61
C 21.110 -16.459 -9.411 2.05 -0.09 -0.91 0.23
F 20.176 -17.193 -8.756 1.11 1.44 -0.18 -0.20
F 20.599 -15.525 -10.241 -1.20 0.26 0.21 0.03
F 23.026 -15.048 -9.536 0.36 -0.34 -0.33 -0.23
F 23.013 -16.625 -8.014 0.82 -0.22 -0.07 -0.29
H 22.980 -14.478 -6.249 -0.48 0.25 0.87 0.44
H 23.498 -13.838 -7.627 -0.45 1.15 -0.75 0.42
H 20.328 -12.456 -8.092 -0.13 0.21 -0.10 0.03
H 21.712 -17.081 -10.073 -0.34 -0.99 -0.01 0.09
C 15.067 -22.857 -9.711 -0.16 -0.39 0.37 -0.79
C 13.895 -23.451 -10.551 2.44 -0.57 0.80 0.92
C 14.146 -24.889 -11.060 0.24 0.58 -0.58 0.06
F 15.443 -25.134 -11.168 2.22 0.32 -0.52 -0.27
F 13.734 -25.840 -10.240 -1.42 -0.40 0.69 -0.28
F 12.751 -23.468 -9.936 -1.97 0.11 1.80 -0.36
F 13.713 -22.701 -11.621 0.12 1.30 -1.92 -0.30
O 14.716 -21.542 -9.286 1.24 1.05 1.09 -0.13
C 15.432 -21.048 -8.146 -2.02 -0.06 -0.58 0.71
C 16.895 -20.603 -8.351 1.50 0.51 0.30 0.59
F 17.701 -20.712 -7.219 -1.36 -0.33 -0.88 -0.33
F 17.441 -21.361 -9.314 0.50 -0.80 -0.12 -0.07
F 14.748 -19.976 -7.722 -0.01 0.65 -0.58 -0.29
F 15.300 -21.908 -7.151 0.67 -1.20 0.58 -0.31
H 16.010 -22.833 -10.257 -0.35 -0.14 -0.42 0.28
H 15.245 -23.476 -8.831 -0.22 -0.28 -0.03 0.54
H 13.735 -24.920 -12.069 -0.59 -0.51 0.05 0.29
H 17.034 -19.571 -8.671 -0.76 0.13 0.07 -0.17
C 22.047 -17.956 -13.868 -0.49 -0.11 -0.14 0.33
Br 22.186 -17.689 -15.811 0.34 0.18 1.24 0.20
Br 22.527 -16.221 -13.066 -0.22 -0.75 -0.77 0.39
Br 22.999 -19.389 -13.048 -0.06 0.66 -0.46 0.11
H 20.979 -18.104 -13.706 0.23 0.14 0.17 -0.13
```
Positions in Å, forces in eV/Å.